(1)
A single C6H9ClS molecule at a distorted geometry, computed with ωB97M-V/def2-TZVPD.

CARTESIAN COORDINATES (ANGSTROEM)
S  2.6655  -0.8578  0.1693
H  1.8953  1.6603  -0.8084
H  2.1612  -1.3462  -0.9613
H  -0.9391  -2.3463  -0.6175
C  -1.9148  -0.5212  -0.1441
H  -2.7648  -2.4533  -0.3531
H  1.5475  2.3659  0.7365
H  -1.2276  1.2591  -1.0320
C  -1.8621  -1.8181  -0.4099
H  1.3742  -0.1282  1.9354
C  1.0723  1.9426  -0.1322
H  0.4560  -1.3019  1.0132
C  1.0949  -0.4370  0.9170
C  0.2965  0.6629  0.1911
Cl  -3.4179  0.1122  0.4728
C  -0.9301  0.4977  -0.3280
H  0.4929  2.7093  -0.6487

Force components x, y, z for each atom (eV/Å):
0.341 -0.121 -0.117
-0.140 0.189 0.203
-0.033 -0.100 -0.267
0.046 0.340 -0.418
-0.595 -1.455 0.111
0.622 0.512 0.207
0.047 0.163 0.508
-0.411 0.463 0.193
-0.533 -0.827 0.267
-0.150 0.063 -0.231
0.158 -1.039 -0.842
0.007 -0.334 0.105
-1.200 1.071 0.528
0.736 0.064 -0.418
-0.367 0.239 -0.106
1.685 0.957 0.048
-0.211 -0.183 0.228

**Electronic energy**: -1092.34954 Eh
**HOMO-LUMO gap**: 9.859 eV
**SMILES string**: C=C(Cl)/C=C(/C)CS
**Energy relative to the best compared isomer or geometry (same formula, charge and spin)**: 18.3 kcal per mole
**Highest occupied orbital energy**: -9.139 eV
**LUMO energy**: 0.02644 hartree

Results of the Löwdin charge analysis, in e, for atoms 1 through 2:
1. S 0.73
2. H 0.06


(2)
A single C2H3F2OP molecule at a distorted geometry, computed with ωB97M-V/def2-TZVPD.

CARTESIAN COORDINATES (ANGSTROEM)
C  -1.5027  0.8145  -0.1692
C  0.9254  -1.1715  0.8727
F  2.2968  -1.1460  0.8099
H  -2.0917  0.9485  0.7245
O  -1.9749  1.2810  -1.1452
F  0.6548  -2.4249  0.5206
P  0.3008  0.1383  -0.2923
H  0.4572  0.3475  -1.6376
H  0.9344  1.2126  0.3165

Force components x, y, z for each atom (eV/Å):
0.637 -0.308 0.317
-0.143 0.588 0.990
0.416 0.610 -0.028
0.306 -0.603 1.263
-0.159 0.307 -1.670
-0.887 -1.078 -0.467
-0.416 -0.331 1.037
-0.030 0.634 -1.283
0.276 0.180 -0.159

**Electronic energy**: -694.17216 Eh
**HOMO-LUMO gap (spin up / spin down)**: 7.436 / 7.436 eV
**SMILES string**: O=C[PH2]=C(F)F
**Energy relative to the best compared isomer or geometry (same formula, charge and spin)**: 150.4 kcal per mole
**Highest occupied orbital energy (spin up / spin down)**: -7.866 / -7.867 eV
**LUMO energy (spin up / spin down)**: -0.01582 / -0.01581 hartree

Results of the Löwdin charge analysis, in e, for atoms 1 through 2:
1. C -0.38
2. C -0.57